Record 1
Formula: C5H12N2OPS2
Source: the OMol25 dataset
Level of theory: ωB97M-V with the def2-TZVPD basis set

Last column: Mulliken charge in e.
CARTESIAN COORDINATES (ANGSTROEM)
S (1.98995, -3.13219, 0.66363)  -0.418
S (-2.43860, 0.80971, -2.54750)  -0.499
P (-0.66747, 1.31936, 0.31303)  0.407
O (-1.15979, 1.15243, 1.76559)  -0.781
N (-0.36224, -2.31123, 0.18625)  -0.129
N (0.73654, 0.48770, 0.18793)  0.019
C (-1.64125, -1.63061, -0.07939)  -0.606
C (-0.06263, 3.10619, 0.13718)  -0.992
C (0.80279, -1.88971, 0.61075)  0.146
C (1.01904, -0.54661, 1.10872)  -0.749
C (1.23284, 0.09314, -1.15769)  -0.903
H (1.01395, 0.93197, -1.79811)  0.422
H (-2.52135, -2.24605, 0.30397)  0.259
H (0.35218, -0.17612, 1.93346)  0.483
H (-1.49674, -1.33481, -1.10091)  0.292
H (-1.68320, -0.60644, 0.39925)  0.137
H (0.73069, -0.82846, -1.57534)  0.274
H (2.08119, -0.45193, 1.49282)  0.264
H (-0.29353, -3.06450, -0.39471)  0.187
H (-0.37764, 3.68911, -0.69606)  0.327
H (2.32129, -0.03739, -1.03404)  0.322
H (1.05374, 3.21967, 0.19380)  0.274
H (-0.62977, 3.44675, 1.08736)  0.264

Atoms 1-3, force components in eV/Å:
S 0.0 1.2 -0.1
S 0.9 0.3 1.4
P -2.2 2.4 0.0

Summary:
net charge	-1
LUMO level (alpha / beta)	0.0693 / 0.0702	hartree
Kohn-Sham gap (alpha / beta)	0.209 / 0.211	hartree
E_HOMO (alpha / beta)	-3.80 / -3.82	eV
energy above the lowest of the compared OMol25 structures with the same formula, charge and spin	56.5	kcal/mol

Record 2
Formula: C6H13NO
Source: the OMol25 dataset
Level of theory: ωB97M-V with the def2-TZVPD basis set

Last column: Mulliken charge in e.
CARTESIAN COORDINATES (ANGSTROEM)
O (2.47596, -0.88490, 1.83141)  -0.458
N (0.09792, 0.28806, -0.29335)  -0.140
C (1.53443, 0.44532, 0.08272)  0.558
C (-2.19939, -0.48292, 0.66305)  -0.377
C (2.16515, -0.80876, 0.68147)  -0.279
C (-0.75236, 0.13246, 0.86489)  -0.521
C (-2.78140, -0.29937, -0.69907)  -1.194
C (2.44379, 0.83874, -0.99853)  -1.346
H (1.97536, 0.98382, -2.01478)  0.328
H (-2.86458, -0.33790, 1.48439)  0.365
H (3.31825, 0.22949, -1.11008)  0.393
H (-2.95055, 0.85800, -0.75978)  0.240
H (-0.24127, -0.00167, -1.21593)  0.187
H (-2.13132, -0.57301, -1.61009)  0.237
H (2.25715, -1.59737, -0.05529)  0.379
H (2.91451, 1.79745, -0.76237)  0.279
H (-0.28559, -0.54254, 1.66174)  0.268
H (1.45983, 1.31532, 1.05245)  0.195
H (-3.61292, -0.80182, -0.87573)  0.478
H (-1.86513, -1.66997, 0.70447)  0.188
H (-0.95783, 1.11154, 1.36840)  0.218

Atoms 1-3, force components in eV/Å:
O 0.5 -0.6 0.4
N 0.8 -0.2 0.4
C -2.4 1.6 3.0

Summary:
net charge	0
LUMO level	0.0355	hartree
Kohn-Sham gap	0.347	hartree
E_HOMO	-8.47	eV
structure (SMILES)	CCCN[C@H](C)C=O
energy above the lowest of the compared OMol25 structures with the same formula, charge and spin	80.0	kcal/mol

Record 3
Formula: C7H32N14O9
Source: the OMol25 dataset
Level of theory: ωB97M-V with the def2-TZVPD basis set

Last column: Mulliken charge in e.
CARTESIAN COORDINATES (ANGSTROEM)
O (-4.55381, 1.22476, 0.55666)  -0.724
O (1.35254, -1.90560, -0.15650)  -0.673
O (3.90214, 1.61348, -1.69805)  -0.663
O (3.09340, -3.65902, 4.39647)  -0.689
O (-0.53777, -0.33983, 0.75564)  0.097
O (-2.99797, -1.21773, 1.09631)  -0.777
O (-2.30118, 0.79836, 5.40923)  -0.710
O (-0.41303, 0.79343, -3.55001)  -0.739
O (0.33098, 2.17551, -0.22741)  -0.627
N (-5.47689, 1.59056, -1.47741)  -0.431
N (2.82273, -1.60400, -1.81102)  -0.358
N (-3.44097, -0.35200, 3.89078)  -0.302
N (1.79722, -3.50068, -1.70857)  -0.471
N (-1.47251, 0.37993, 3.34952)  -0.092
N (-0.60896, -1.15550, -2.46560)  -0.190
N (3.70813, -3.25638, 2.35614)  -0.311
N (-0.11503, 4.39076, -0.42462)  -0.423
N (1.93315, -2.24369, 3.13109)  -0.273
N (5.40708, 1.85415, -0.10730)  -0.408
N (-3.51517, 0.80551, -1.34683)  -0.185
N (-1.29211, -1.02716, -4.50747)  -0.432
N (3.39051, 1.41642, 0.43302)  -0.238
N (-1.12941, 3.06199, -1.66807)  -0.235
C (-2.41666, 0.36745, 4.29888)  0.549
C (-4.53352, 1.24394, -0.64891)  0.694
C (1.99613, -2.35866, -1.11092)  0.615
C (-0.72028, -0.36346, -3.56031)  0.682
C (2.87372, -3.15090, 3.31194)  0.544
C (-0.20824, 3.13558, -0.72997)  0.450
C (4.21237, 1.54361, -0.53786)  0.746
H (-6.30848, 1.87183, -0.97797)  0.273
H (4.61025, -3.67096, 2.54162)  0.197
H (-2.69488, 0.57319, -0.80531)  -0.098
H (-1.46909, -2.01681, -4.41073)  0.152
H (1.59029, -1.75609, 3.94643)  0.151
H (-3.63713, -0.51675, 0.96849)  0.290
H (3.06415, -0.71459, -1.39778)  0.129
H (0.96245, -4.04973, -1.56090)  0.267
H (-1.67357, -0.24508, 2.58204)  0.151
H (-0.93507, 2.31537, -2.31991)  0.243
H (3.72585, 1.38417, 1.38518)  0.182
H (-3.45777, -0.61962, 2.91702)  0.290
H (-0.56450, 0.81546, 3.42658)  0.106
H (-1.43471, 3.96546, -2.00067)  0.165
H (3.39828, -1.91571, -2.58023)  0.163
H (6.22600, 2.01284, -0.67677)  0.236
H (2.23650, -3.57662, -2.61486)  0.166
H (-1.11527, -2.02884, -2.43357)  0.213
H (-0.05823, -0.68974, -1.75859)  -0.177
H (3.52340, -2.74820, 1.50307)  0.157
H (0.55158, 4.67965, 0.27701)  0.257
H (-1.46050, -0.46809, -5.33161)  0.268
H (-2.19864, -0.89206, 0.68250)  0.309
H (5.50284, 2.05599, 0.87768)  0.123
H (-0.64878, 5.06034, -0.96022)  0.109
H (-0.07261, 0.47637, 0.57211)  0.024
H (-3.41095, 0.97166, -2.33761)  0.211
H (0.10744, -1.02671, 0.58788)  0.392
H (2.39795, 1.35465, 0.25668)  0.090
H (-4.11664, -0.58243, 4.60525)  0.166
H (1.51577, -2.06337, 2.22921)  0.188
H (-5.24234, 1.78342, -2.44069)  0.180

Atoms 1-3, force components in eV/Å:
O -0.7 0.0 1.7
O 0.7 -0.8 0.5
O -0.7 -1.1 -2.6

Summary:
net charge	0
LUMO level	-0.0040	hartree
Kohn-Sham gap	0.309	hartree
E_HOMO	-8.51	eV
structure (SMILES)	NC(N)=O.NC(N)=O.NC(N)=O.NC(N)=O.NC(N)=O.NC(N)=O.NC(N)=O.O.O
energy above the lowest of the compared OMol25 structures with the same formula, charge and spin	78.6	kcal/mol

Record 4
Formula: C34H26N3P2RuS2
Source: the OMol25 dataset
Level of theory: ωB97M-V with the def2-TZVPD basis set

Last column: Mulliken charge in e.
CARTESIAN COORDINATES (ANGSTROEM)
Ru (0.04214, 0.52275, -0.88711)  1.018
S (0.14151, 1.22301, -2.95590)  -0.340
S (1.89006, 1.85571, -0.42486)  -0.331
P (-2.19900, -0.08699, 1.63869)  0.110
P (1.35667, -1.19005, -1.40365)  1.009
N (4.84815, 3.16587, -2.22870)  -0.525
N (-1.36359, -0.99734, -1.24337)  0.638
N (2.55300, 2.32867, -5.51402)  -0.517
C (0.37280, -2.18630, -2.55384)  -0.924
C (-3.40052, 0.64223, 2.82609)  0.485
C (-4.93686, 2.34643, 3.57791)  -0.717
C (1.86066, -1.37006, 1.32286)  -0.250
C (1.71218, 1.92644, -3.10851)  0.470
C (3.78332, 2.74346, -2.13073)  -0.185
C (-0.32058, 1.89521, 2.03593)  -0.737
C (-2.05655, -2.98398, -2.08160)  -1.287
C (-1.01794, -2.09305, -2.01195)  -0.288
C (1.78508, -1.96420, 2.57294)  -0.939
C (5.54453, -0.52146, -3.11662)  -0.563
C (0.78318, -3.91303, 1.58862)  -0.719
C (-1.11848, 3.60265, 0.01143)  -0.831
C (2.19197, 2.17130, -4.43306)  -0.019
C (-3.31246, -0.34538, 0.19257)  -0.953
C (-3.99506, 1.89335, 2.66759)  -0.188
C (3.17269, -0.72033, -3.42275)  -0.671
C (2.46570, 2.19045, -2.00256)  0.741
C (0.86360, -3.32871, 0.33483)  -0.582
C (-3.10509, -2.42673, -1.30156)  -0.862
C (3.01926, -1.01279, -2.06695)  1.215
C (1.24122, -3.23286, 2.70772)  -0.643
C (-0.20764, 4.03959, 0.95268)  -0.548
C (4.14202, -1.07508, -1.24427)  -0.445
C (-1.67961, 2.32917, 0.10616)  0.856
C (-4.71051, 0.31038, 4.83100)  -0.542
C (0.20960, 3.17120, 1.95683)  -0.771
C (-3.76322, -0.13930, 3.92047)  -0.490
C (4.43274, -0.47257, -3.94435)  -0.736
C (1.40536, -2.05194, 0.19098)  0.715
C (5.39999, -0.83304, -1.77205)  -0.683
C (-2.64961, -1.22867, -0.80986)  -0.264
C (-5.29759, 1.55430, 4.66060)  -0.448
C (-1.32361, 1.46421, 1.14925)  0.016
H (2.14426, -1.42925, 3.44263)  0.437
H (2.31105, -0.66635, -4.07523)  0.389
H (-3.64605, 0.60926, -0.22075)  0.360
H (-6.03200, 1.91024, 5.37152)  0.380
H (0.95652, 3.48868, 2.67266)  0.395
H (0.21375, 5.03344, 0.88319)  0.393
H (0.47428, -3.85873, -0.52290)  0.248
H (0.74163, -3.21067, -2.62502)  0.416
H (-2.42606, 2.05324, -0.62792)  0.284
H (1.16852, -3.69064, 3.68563)  0.416
H (6.26852, -0.87580, -1.12846)  0.424
H (-0.00410, 1.22511, 2.82861)  0.349
H (-4.98394, -0.30893, 5.67557)  0.392
H (-3.71863, 2.52447, 1.83104)  0.296
H (-5.39029, 3.32032, 3.44413)  0.404
H (-4.07521, -2.85671, -1.10637)  0.487
H (-4.20584, -0.84315, 0.57190)  0.566
H (4.53851, -0.22133, -4.99125)  0.412
H (-3.29786, -1.10862, 4.05880)  0.379
H (-1.40297, 4.24528, -0.81193)  0.494
H (0.47296, -1.72549, -3.54001)  0.662
H (4.03451, -1.30743, -0.19292)  0.340
H (0.35173, -4.89987, 1.69159)  0.433
H (6.52607, -0.30983, -3.51929)  0.381
H (-2.05614, -3.92552, -2.60821)  0.500
H (2.27726, -0.37424, 1.22613)  0.490

Atoms 1-3, force components in eV/Å:
Ru -0.1 0.1 0.4
S 0.0 0.2 -0.2
S -0.1 -0.2 -0.1

Summary:
expectation value of S²	0.766
net charge	0
LUMO level (alpha / beta)	-0.0348 / -0.0603	hartree
Kohn-Sham gap (alpha / beta)	0.244 / 0.219	hartree
E_HOMO (alpha / beta)	-7.60 / -7.59	eV
multiplicity	2
energy above the lowest of the compared OMol25 structures with the same formula, charge and spin	20.7	kcal/mol

Record 5
Formula: C5H8N2O
Source: the OMol25 dataset
Level of theory: ωB97M-V with the def2-TZVPD basis set

Last column: Mulliken charge in e.
CARTESIAN COORDINATES (ANGSTROEM)
O (-0.12908, -1.13655, -1.70127)  -0.369
N (-0.07504, 0.12562, 1.72409)  -0.495
N (0.04483, 1.78726, 0.32160)  -0.716
C (0.05089, -1.82670, -0.39095)  -0.303
C (-0.32922, 1.57742, 1.60115)  0.054
C (0.41721, 0.66023, -0.31243)  0.630
C (-0.31870, -0.46239, 0.37026)  -0.343
C (0.35249, 0.28131, -1.66828)  -0.600
H (-0.47191, 1.17769, -2.37422)  0.246
H (-0.68448, 2.23648, 2.49379)  0.307
H (-1.34825, -0.08684, 0.24593)  0.368
H (-0.54390, -0.59111, 2.53526)  0.291
H (1.28257, 0.40017, -2.20728)  0.259
H (-0.81389, -2.45630, -0.44171)  0.269
H (1.54637, 0.64640, -0.00867)  0.133
H (1.02011, -2.33270, -0.18727)  0.269

Atoms 1-3, force components in eV/Å:
O 1.5 0.8 -0.3
N -1.9 -3.3 4.9
N -3.3 5.7 4.2

Summary:
net charge	0
LUMO level	0.0312	hartree
Kohn-Sham gap	0.351	hartree
E_HOMO	-8.71	eV
energy above the lowest of the compared OMol25 structures with the same formula, charge and spin	133.8	kcal/mol

Record 6
Formula: C9H14N2O2
Source: the OMol25 dataset
Level of theory: ωB97M-V with the def2-TZVPD basis set

Last column: Mulliken charge in e.
CARTESIAN COORDINATES (ANGSTROEM)
O (-0.78915, 1.20492, -2.20707)  -0.661
O (1.16048, 0.06465, -2.34646)  -0.522
N (-2.13712, -0.91289, -1.79243)  -0.760
N (-0.82813, 1.02353, 0.57813)  -0.021
C (0.20920, 0.41232, -0.15750)  -0.583
C (-0.14710, -2.37081, -1.49213)  -1.399
C (1.23198, 0.17100, 0.72586)  1.589
C (2.48369, -0.53983, 0.47460)  -1.669
C (0.79597, 0.63112, 2.02580)  -1.014
C (-1.26198, 1.92158, 2.86770)  -1.217
C (-0.38191, 1.25412, 1.90452)  0.510
C (-0.88750, -1.09926, -1.70194)  0.819
C (-0.03540, 0.17544, -1.62670)  0.262
H (1.31674, 0.61119, 3.01040)  0.332
H (2.70633, -0.25661, -0.49701)  0.434
H (0.86319, -2.05451, -1.52791)  0.297
H (-0.43792, -2.94977, -2.27551)  0.546
H (-1.71090, 0.87427, -2.14705)  0.400
H (-1.72814, 1.25385, 0.28294)  0.219
H (-2.21034, 1.99624, 2.35347)  0.283
H (1.25361, 0.93872, -2.72429)  0.383
H (-1.22122, 1.48733, 3.89062)  0.324
H (2.39541, -1.72159, 0.53479)  0.182
H (-0.36158, -2.90618, -0.50900)  0.252
H (3.34845, -0.33275, 1.01251)  0.472
H (-2.64742, -1.78625, -1.78407)  0.284
H (-0.97924, 2.91016, 3.12774)  0.259

Atoms 1-3, force components in eV/Å:
O -0.1 0.1 0.5
O -0.1 -0.5 0.2
N 0.2 0.0 -0.4

Summary:
net charge	0
LUMO level	0.0299	hartree
Kohn-Sham gap	0.321	hartree
E_HOMO	-7.92	eV
structure (SMILES)	[H]/N=C(\C)C(O)(O)c1[nH]c(C)cc1C
energy above the lowest of the compared OMol25 structures with the same formula, charge and spin	45.7	kcal/mol